# 1
A structure of composition C38H32BiN10O2, computed with the ωB97M-V functional and the def2-TZVPD basis.

Summary:
Net charge ... +1
Frontier orbital gap (spin up / spin down) ... 4.955 / 4.946 eV
Highest occupied orbital energy (spin up / spin down) ... -9.18 / -9.17 eV
LUMO level (spin up / spin down) ... -4.2 / -4.2 eV
Energy relative to the best compared isomer or geometry (same formula, charge and spin) ... 2.4 kcal per mole
E_tot ... -2379.8003 hartree

Last column: Mulliken charge in e.
Geometry (Å):
1 Bi 0.24206 0.07703 2.01260  1.04
2 C 5.42490 3.65287 -0.39058  -0.72
3 C 6.03438 2.40331 -0.52618  -0.74
4 C 5.32881 1.23130 -0.30104  -0.13
5 C 4.00275 1.34221 0.08260  0.58
6 C 2.99719 0.34864 0.42952  -0.41
7 N 3.17658 -0.94785 0.32735  -0.51
8 C 2.21989 -1.85272 0.45085  -0.59
9 C 2.40103 -3.25890 0.14713  0.37
10 C 3.51789 -3.99681 -0.21929  -0.19
11 C 3.34519 -5.35084 -0.45055  -0.71
12 C 2.09080 -5.95603 -0.31970  -0.69
13 C 0.97672 -5.22849 0.06228  -0.24
14 C 1.14725 -3.87206 0.30137  0.25
15 C 0.22409 -2.83383 0.71717  -0.31
16 N -1.05999 -3.04056 0.95235  -0.53
17 C -1.94054 -2.09477 1.19785  -0.37
18 N -1.70818 -0.74844 1.28942  0.24
19 C -2.89757 -0.08943 1.48281  -0.03
20 N -3.08625 1.21036 1.55833  -0.60
21 C -2.14130 2.12010 1.40461  -0.42
22 N -0.79601 1.90280 1.25144  0.17
23 C -0.15014 3.09634 1.09435  -0.35
24 N 1.13563 3.29751 0.85746  -0.58
25 C 2.02781 2.35194 0.66805  -0.21
26 N 1.86749 1.00640 0.82807  0.11
27 C 3.39275 2.59748 0.22446  0.31
28 C 4.09407 3.76685 -0.02097  -0.17
29 C -1.12910 4.16284 1.19905  0.18
30 C -0.99529 5.54373 1.21245  -0.08
31 C -2.14190 6.29556 1.40506  -0.70
32 C -3.38965 5.68626 1.57074  -0.66
33 C -3.52864 4.30853 1.55856  -0.13
34 C -2.37904 3.55082 1.38464  0.31
35 C -3.96161 -1.07488 1.56357  0.03
36 C -5.32008 -0.96223 1.82293  -0.10
37 C -6.05677 -2.13223 1.89960  -0.71
38 C -5.46027 -3.38289 1.71068  -0.71
39 C -4.10586 -3.50047 1.44864  -0.16
40 C -3.36159 -2.33181 1.38355  0.37
41 N 0.91515 -1.65906 0.81473  0.56
42 H 6.00640 4.54539 -0.57930  0.43
43 H 7.07650 2.35048 -0.81164  0.43
44 H 5.79878 0.26251 -0.40639  0.59
45 H 4.48687 -3.52457 -0.31061  0.58
46 H 4.19767 -5.95571 -0.72932  0.43
47 H 1.99353 -7.01742 -0.50542  0.44
48 H 0.00737 -5.69208 0.18691  0.59
49 H 3.61699 4.73203 0.08432  0.58
50 H -0.02035 5.99860 1.09987  0.57
51 H -2.07086 7.37429 1.44376  0.42
52 H -4.26136 6.30586 1.73420  0.41
53 H -4.48723 3.82951 1.70458  0.57
54 H -5.77665 0.00526 1.98207  0.59
55 H -7.11470 -2.08408 2.12058  0.43
56 H -6.06925 -4.27393 1.78444  0.44
57 H -3.63208 -4.46437 1.32012  0.58
58 C 0.48238 -2.45630 4.56549  -0.71
59 O 1.56284 -1.74269 3.95860  -0.42
60 H 0.80276 -2.99793 5.45496  0.41
61 H 0.03115 -3.16449 3.86348  0.27
62 H -0.26826 -1.72375 4.86342  0.21
63 H 2.35949 -2.27732 4.01530  0.27
64 C 2.09503 1.33147 -3.20238  -0.59
65 N 0.83691 0.82098 -3.72979  0.02
66 C 0.67078 0.81911 -5.17454  -1.16
67 C -0.01575 0.32795 -2.77457  0.36
68 O 0.35574 0.31886 -1.58973  -0.24
69 N -1.27415 -0.13307 -3.08503  0.19
70 C -1.96453 -0.29677 -4.35227  -1.05
71 C -2.10881 -0.58697 -1.98197  -0.26
72 H 2.69482 1.72178 -4.01936  0.35
73 H 2.65502 0.54678 -2.69252  0.15
74 H 1.91394 2.13187 -2.48493  0.12
75 H 1.58286 1.19840 -5.62493  0.33
76 H -0.13901 1.47581 -5.49715  0.37
77 H 0.51654 -0.18707 -5.56718  0.41
78 H -1.39868 0.04441 -5.20254  0.42
79 H -2.90554 0.25925 -4.32802  0.31
80 H -2.20752 -1.35230 -4.50474  0.32
81 H -1.59459 -0.42125 -1.04434  -0.77
82 H -2.33504 -1.65275 -2.08781  0.42
83 H -3.05265 -0.03437 -1.98158  0.43

***

# 2
A structure of composition C38H32Cl2F5HgN8O5S4, computed with the ωB97M-V functional and the def2-TZVPD basis.

Summary:
Net charge ... -2
Frontier orbital gap (spin up / spin down) ... 3.127 / 6.494 eV
Highest occupied orbital energy (spin up / spin down) ... 0.65 / -2.72 eV
2S+1 ... 2
⟨S²⟩ ... 0.764
LUMO level (spin up / spin down) ... 3.8 / 3.8 eV
Energy relative to the best compared isomer or geometry (same formula, charge and spin) ... 54.2 kcal per mole
E_tot ... -5447.4569 hartree

Last column: Löwdin spin population.
Geometry (Å):
1 Hg 0.90235 -0.23300 0.20024  0.00
2 O 1.05437 0.02618 4.94829  0.00
3 C -0.01092 -0.73633 5.23130  0.00
4 C -0.36765 -0.86291 6.57850  0.00
5 C -1.46567 -1.61412 6.94545  0.00
6 C -2.23570 -2.25616 5.97874  0.00
7 C -1.87418 -2.14489 4.64689  0.00
8 C -0.76645 -1.40045 4.24945  0.00
9 C -0.35887 -1.34374 2.80425  0.00
10 O 0.55211 -0.50119 2.50010  0.00
11 N -0.99331 -2.15703 2.00380  0.00
12 N -0.52406 -2.13364 0.69692  0.00
13 C -1.21428 -2.86448 -0.06936  0.00
14 S -2.67762 -3.66990 0.54782  0.00
15 C -3.10299 -4.43489 -1.03799  0.00
16 C -2.56102 -3.54967 -2.14534  0.00
17 S -0.84518 -3.17879 -1.75957  0.00
18 H 1.14820 0.01933 3.95861  0.00
19 H 0.24125 -0.35311 7.31443  0.00
20 H -1.72595 -1.70126 7.99488  0.00
21 H -3.10310 -2.83839 6.26314  0.00
22 H -2.44189 -2.64202 3.87042  0.00
23 H -4.19010 -4.52032 -1.08191  0.00
24 H -2.65856 -5.43029 -1.09128  0.00
25 H -3.11468 -2.60890 -2.19884  0.00
26 H -2.57727 -4.03965 -3.11998  0.00
27 Cl 0.35208 2.39130 2.04817  0.00
28 C 1.35889 3.60580 1.35034  0.00
29 C 1.44214 4.81256 2.02539  0.00
30 C 2.21340 5.84728 1.52448  0.00
31 C 2.88313 5.66094 0.32741  0.00
32 C 2.78503 4.44846 -0.33266  0.00
33 Cl 3.63973 4.33020 -1.86164  0.00
34 C 2.04625 3.35152 0.14906  0.00
35 S 2.02235 1.86186 -0.75223  0.00
36 H 0.88691 4.92819 2.94652  0.00
37 H 2.28827 6.78642 2.05734  0.00
38 H 3.48456 6.44811 -0.10679  0.00
39 O -1.55137 0.63360 0.06114  0.01
40 S -2.46536 0.20472 -1.07576  0.10
41 C -4.07155 0.15106 -0.29548  0.04
42 C -5.09114 -0.57337 -0.90411  0.02
43 C -6.36046 -0.58585 -0.34437  0.00
44 C -6.62121 0.12555 0.82102  0.03
45 C -5.59653 0.85060 1.42142  0.00
46 C -4.32230 0.86240 0.87544  0.03
47 C -2.72158 1.52504 -2.14524  0.18
48 C -2.64812 2.88065 -1.68453  0.11
49 C -2.89925 3.90647 -2.55509  0.05
50 C -3.21400 3.66896 -3.92188  0.22
51 C -3.28011 2.32535 -4.36914  0.05
52 C -3.05052 1.27351 -3.51632  0.10
53 H -4.88627 -1.12191 -1.81888  0.00
54 H -7.14790 -1.16591 -0.81230  0.00
55 H -7.60998 0.10726 1.26277  0.00
56 H -5.78987 1.39532 2.33858  0.00
57 H -3.50372 1.39055 1.34792  0.00
58 H -2.37283 3.07227 -0.65356  0.01
59 H -2.82579 4.92873 -2.19546  0.00
60 H -3.40508 4.49236 -4.60018  0.02
61 H -3.51569 2.11687 -5.40878  0.00
62 H -3.10050 0.25116 -3.87835  0.01
63 C 4.03277 -3.33876 -3.71447  0.00
64 N 2.88359 -3.19288 -2.85740  0.00
65 C 2.81335 -2.40133 -1.73785  0.00
66 N 3.86422 -1.55196 -1.52322  0.00
67 O 1.86229 -2.48833 -0.97945  0.00
68 H 4.09968 -4.36775 -4.07063  0.00
69 H 4.93975 -3.12470 -3.14990  0.00
70 H 4.00437 -2.67866 -4.58802  0.00
71 H 2.07644 -3.77764 -2.98618  0.00
72 H 4.26950 -1.09272 -2.32138  0.00
73 H 3.75456 -0.98666 -0.66585  0.00
74 N 0.43489 2.44181 -5.98392  0.00
75 C 0.51515 1.91160 -4.71610  0.00
76 N 0.60535 2.77001 -3.70328  0.00
77 N 0.48352 0.60689 -4.61206  0.00
78 C 0.45973 0.11012 -3.38386  0.00
79 N 0.38032 -0.39885 -2.34982  0.00
80 H -0.04713 3.32864 -6.01769  0.00
81 H 0.06766 1.76943 -6.63867  0.00
82 H 0.89729 3.71428 -3.88864  0.00
83 H 0.84898 2.41754 -2.77697  0.00
84 F 7.30299 -2.81672 4.15313  0.00
85 C 6.34225 -2.23832 3.39188  0.00
86 C 6.28289 -0.86453 3.24081  0.00
87 F 7.19788 -0.09159 3.86784  0.00
88 C 5.30863 -0.28432 2.45620  0.00
89 F 5.31364 1.05843 2.34297  0.00
90 C 4.32701 -1.02014 1.74379  0.00
91 O 3.47480 -0.44233 0.98374  0.00
92 C 4.41760 -2.41435 1.95609  0.00
93 F 3.52342 -3.22726 1.36206  0.00
94 C 5.39369 -3.00141 2.74021  0.00
95 F 5.42844 -4.34596 2.87344  0.00

***

# 3
A structure of composition C38H32F2NNiSb2Te in a non-equilibrium geometry, computed with the ωB97M-V functional and the def2-TZVPD basis.

Summary:
Net charge ... -1
Frontier orbital gap (spin up / spin down) ... 5.255 / 5.533 eV
Highest occupied orbital energy (spin up / spin down) ... -2.71 / -3.26 eV
2S+1 ... 3
⟨S²⟩ ... 2.032
LUMO level (spin up / spin down) ... 2.5 / 2.3 eV
Energy relative to the best compared isomer or geometry (same formula, charge and spin) ... 0.0 kcal per mole
E_tot ... -3978.4859 hartree

Last column: Löwdin spin population.
Geometry (Å):
1 Ni 0.16726 0.84366 -1.17752  1.12
2 F -2.80882 5.33278 -1.83211  0.00
3 C -1.58845 4.77926 -1.61293  0.00
4 C -1.45302 3.41345 -1.57535  0.01
5 C -0.21729 2.83142 -1.27625  0.03
6 C 0.87241 3.67783 -1.07014  0.00
7 C 0.69793 5.04986 -1.18229  0.00
8 F 1.75545 5.90325 -1.05403  0.00
9 C -0.51900 5.64084 -1.44075  0.00
10 C 2.16200 3.02662 -0.75914  0.00
11 C 3.30363 3.68795 -0.28426  0.00
12 C 4.45812 2.97464 -0.03809  0.00
13 C 4.48657 1.61507 -0.29944  0.00
14 C 3.31781 1.03246 -0.75018  0.01
15 N 2.18634 1.70352 -0.94475  0.04
16 H -2.33566 2.80011 -1.76557  0.00
17 H -0.62296 6.71574 -1.52596  0.00
18 H 3.26536 4.74677 -0.08659  0.00
19 H 5.33533 3.47726 0.35157  0.00
20 H 5.38015 1.01991 -0.15275  0.00
21 H 3.28330 -0.02159 -0.99600  0.01
22 C 1.42167 -3.04154 -0.33447  0.16
23 C 1.28590 -2.54534 1.12915  0.01
24 C 1.45484 -1.01698 1.44737  0.00
25 Sb -0.35983 0.08078 1.08184  0.03
26 C -1.40492 -0.56911 2.86816  0.03
27 C -2.63014 0.04119 3.17135  0.00
28 C -3.26870 -0.20078 4.38305  0.00
29 C -2.69749 -1.06471 5.31236  0.00
30 C -1.49921 -1.70202 5.01265  0.00
31 C -0.85910 -1.46258 3.79651  0.00
32 C 0.15075 1.92407 2.08099  -0.01
33 C -0.80185 2.94893 2.11844  0.00
34 C -0.52161 4.16594 2.72657  0.00
35 C 0.72616 4.38101 3.30968  0.00
36 C 1.68017 3.37026 3.28377  0.00
37 C 1.39360 2.14962 2.66902  0.00
38 Sb 0.68624 -1.48400 -1.99429  0.13
39 C 0.69528 -3.22073 -3.29434  0.00
40 C -0.14953 -3.29269 -4.40110  0.00
41 C -0.27526 -4.48036 -5.11356  0.00
42 C 0.44803 -5.61383 -4.73662  0.00
43 C 1.31908 -5.55025 -3.65674  0.00
44 C 1.44204 -4.35766 -2.93357  0.00
45 C -1.46744 -1.92219 -1.74634  -0.01
46 C -1.86007 -3.18639 -1.29256  0.00
47 C -3.19691 -3.47804 -1.02069  0.00
48 C -4.17215 -2.51347 -1.22851  0.00
49 C -3.80174 -1.25719 -1.69865  0.00
50 C -2.46098 -0.96747 -1.93797  0.00
51 H 0.84177 -3.94392 -0.53127  0.01
52 H 2.46931 -3.21742 -0.58643  0.00
53 H 2.05861 -3.05979 1.71021  0.01
54 H 0.32922 -2.89055 1.52916  0.00
55 H 2.24934 -0.60441 0.83615  0.00
56 H 1.71516 -0.85128 2.49316  0.00
57 H -3.09160 0.71726 2.45530  0.00
58 H -4.21103 0.28778 4.60270  0.00
59 H -3.18137 -1.23477 6.26653  0.00
60 H -1.05443 -2.38413 5.72624  0.00
61 H 0.07057 -1.98323 3.58361  0.00
62 H -1.76713 2.80786 1.64315  0.00
63 H -1.27128 4.95181 2.73348  0.00
64 H 0.95442 5.33533 3.77123  0.00
65 H 2.65362 3.53110 3.73775  0.00
66 H 2.16230 1.38154 2.64061  0.00
67 H -0.70230 -2.40743 -4.70574  0.00
68 H -0.94723 -4.52768 -5.96596  0.00
69 H 0.33266 -6.54007 -5.28861  0.00
70 H 1.89674 -6.42340 -3.36801  0.00
71 H 2.11717 -4.31804 -2.08167  0.00
72 H -1.11404 -3.95884 -1.15028  0.00
73 H -3.47454 -4.45633 -0.64491  0.00
74 H -5.21415 -2.73840 -1.02806  0.00
75 H -4.55874 -0.50105 -1.88206  0.00
76 H -2.19899 0.00726 -2.28485  0.00
77 Te 0.53267 0.63548 -3.74043  0.38

***

The lowest E_tot belongs to which entry? C38H32Cl2F5HgN8O5S4